Entry 1:
Below is a structure of composition C33H51BI6N4O6PS in a non-equilibrium geometry, with properties calculated with the ωB97M-V functional and the def2-TZVPD basis.

CARTESIAN COORDINATES (ANGSTROEM)
C  1.68  7.09  -0.86
C  0.41  6.55  -1.48
C  0.38  6.46  -3.01
I  -0.07  8.35  -3.92
C  1.54  5.73  -3.62
C  2.77  6.29  -4.00
N  3.02  7.64  -3.83
C  3.78  8.23  -3.10
S  4.71  9.01  -2.13
C  3.74  5.56  -4.67
C  4.96  6.26  -5.10
I  4.69  7.30  -6.89
C  6.04  6.34  -4.32
C  6.14  5.72  -2.96
I  7.74  7.40  -4.83
N  3.51  4.23  -4.94
P  4.55  3.04  -5.95
O  5.12  4.14  -6.96
I  6.50  2.55  -4.56
C  2.36  3.66  -4.50
O  2.17  2.35  -4.74
B  2.64  1.40  -3.80
O  2.46  0.09  -4.06
O  3.28  1.89  -2.70
C  1.37  4.37  -3.86
C  0.14  3.62  -3.54
I  0.12  2.65  -1.69
C  -0.87  3.58  -4.41
C  -0.81  4.29  -5.74
I  -2.64  2.57  -4.08
H  1.56  7.18  0.21
H  1.90  8.09  -1.23
H  2.53  6.43  -1.04
H  -0.47  7.12  -1.16
H  0.25  5.52  -1.13
H  -0.50  5.88  -3.26
H  7.05  5.13  -2.89
H  6.19  6.50  -2.20
H  5.30  5.05  -2.75
H  6.06  4.03  -7.13
H  2.11  -0.08  -4.94
H  3.25  1.29  -1.95
H  -1.81  4.44  -6.14
H  -0.32  5.25  -5.66
H  -0.24  3.68  -6.45
C  -3.11  0.27  4.66
C  -2.37  1.01  3.54
C  -3.17  0.92  2.23
C  -3.15  -0.47  1.62
C  -1.72  -0.96  1.42
C  -0.86  -0.88  2.68
N  -0.99  0.47  3.33
O  -0.22  1.34  2.78
C  -1.24  -2.01  3.65
C  0.60  -1.10  2.32
C  -2.26  2.46  3.98
H  -3.97  0.86  4.97
H  -3.50  -0.70  4.37
H  -2.46  0.14  5.53
H  -2.75  1.63  1.51
H  -4.19  1.24  2.43
H  -3.71  -1.18  2.24
H  -3.66  -0.45  0.65
H  -1.72  -2.00  1.07
H  -1.25  -0.37  0.63
H  -0.75  -1.87  4.62
H  -0.91  -2.97  3.25
H  -2.30  -2.10  3.82
H  0.94  -0.41  1.54
H  0.72  -2.12  1.94
H  1.25  -0.98  3.18
H  -1.65  2.55  4.89
H  -3.26  2.84  4.20
H  -1.81  3.09  3.21
C  -0.05  -8.07  2.34
C  -0.94  -7.21  3.26
C  -1.42  -8.03  4.45
C  -2.46  -9.08  4.08
C  -3.64  -8.44  3.34
C  -3.23  -7.58  2.14
N  -2.11  -6.65  2.52
O  -2.56  -5.59  3.09
C  -2.82  -8.48  0.96
C  -4.41  -6.75  1.67
C  -0.07  -6.05  3.73
H  0.91  -8.22  2.82
H  -0.45  -9.06  2.15
H  0.12  -7.57  1.39
H  -1.85  -7.35  5.20
H  -0.55  -8.49  4.93
H  -2.01  -9.87  3.47
H  -2.83  -9.57  4.98
H  -4.33  -9.21  2.99
H  -4.19  -7.81  4.05
H  -2.38  -7.88  0.16
H  -3.71  -8.96  0.56
H  -2.13  -9.27  1.23
H  -4.84  -6.16  2.47
H  -5.18  -7.43  1.30
H  -4.13  -6.08  0.86
H  0.25  -5.43  2.89
H  0.82  -6.46  4.21
H  -0.58  -5.42  4.45

* highest occupied orbital energy (spin up / spin down): -0.347 / -0.386 hartree
* multiplicity: 3
* frontier orbital gap (spin up / spin down): 5.25 / 6.30 eV
* LUMO energy (spin up / spin down): -4.204 / -4.204 eV
* total charge: +1

***

Entry 2:
Below is a structure of composition C20H12BrCl2F6OOsS in a non-equilibrium geometry, with properties calculated with the ωB97M-V functional and the def2-TZVPD basis.

CARTESIAN COORDINATES (ANGSTROEM)
Os  0.19  -0.33  -1.04
Br  2.65  -0.28  -1.15
C  2.87  1.62  -1.25
C  4.11  2.16  -1.28
C  4.21  3.57  -1.32
C  3.07  4.33  -1.32
C  1.79  3.74  -1.30
C  0.61  4.53  -1.31
C  -0.62  3.93  -1.31
C  -0.73  2.52  -1.29
C  0.38  1.70  -1.27
C  1.66  2.33  -1.28
H  5.00  1.54  -1.26
H  5.18  4.03  -1.34
H  3.14  5.41  -1.33
H  0.69  5.61  -1.32
H  -1.52  4.53  -1.31
H  -1.73  2.11  -1.29
Cl  -2.12  -0.43  -1.35
C  -2.48  -2.15  -1.19
C  -3.78  -2.49  -0.96
C  -4.10  -3.84  -0.80
C  -3.12  -4.82  -0.88
C  -1.81  -4.47  -1.13
Cl  -0.62  -5.69  -1.20
C  -1.44  -3.10  -1.31
S  0.15  -2.69  -1.76
H  -4.54  -1.72  -0.89
H  -5.12  -4.12  -0.61
H  -3.37  -5.86  -0.75
C  1.56  -0.74  2.62
C  0.13  -0.92  2.13
O  0.04  -1.27  0.79
C  -0.66  0.39  2.39
F  -0.03  1.42  1.80
F  -1.90  0.35  1.88
F  -0.76  0.68  3.69
C  -0.52  -2.09  2.90
F  0.13  -3.22  2.63
F  -1.81  -2.27  2.55
F  -0.49  -1.91  4.23
H  2.00  0.13  2.14
H  2.13  -1.62  2.36
H  1.58  -0.60  3.70

* highest occupied orbital energy (spin up / spin down): -0.398 / -0.427 hartree
* multiplicity: 5
* frontier orbital gap (spin up / spin down): 7.29 / 5.01 eV
* LUMO energy (spin up / spin down): -3.547 / -6.610 eV
* total charge: +1

***

Entry 3:
Below is a structure of composition C13H16N2O2S in a non-equilibrium geometry, with properties calculated with the ωB97M-V functional and the def2-TZVPD basis.

CARTESIAN COORDINATES (ANGSTROEM)
O  1.32  -0.70  2.02
C  0.73  0.46  1.98
N  0.83  1.28  0.86
C  1.61  1.16  -0.32
C  2.31  0.17  -0.55
C  3.04  -0.16  -1.86
C  3.07  0.78  -2.77
C  2.12  2.08  -2.62
C  1.56  2.23  -1.41
H  1.02  3.08  -1.05
H  2.09  2.68  -3.49
H  3.31  0.76  -3.98
H  3.46  -0.92  -2.00
H  2.39  -0.89  0.02
H  0.45  2.35  0.88
C  0.03  0.98  2.96
H  0.10  0.56  4.06
H  0.04  2.09  3.11
S  -1.96  0.63  2.30
C  -1.74  -1.25  2.57
C  -2.80  -1.73  1.61
O  -3.66  -2.49  1.96
N  -2.48  -1.93  0.26
C  -1.25  -1.36  -0.36
C  -1.47  -1.25  -2.00
C  -1.71  -0.06  -1.19
H  -0.84  0.85  -1.10
H  -2.76  0.25  -1.42
H  -0.16  -1.52  -2.23
H  -2.03  -1.96  -2.25
H  -0.53  -1.26  0.15
H  -3.21  -2.13  -0.28
H  -2.15  -1.38  3.61
H  -0.74  -1.41  2.51

* highest occupied orbital energy: -0.304 hartree
* frontier orbital gap: 7.73 eV
* LUMO energy: -0.557 eV

***

| no. | energy (Eh) |
| --- | --- |
| 1 | -4508.8879 |
| 2 | -5426.7388 |
| 3 | -1162.7280 |